The following is a quantum chemistry calculation of a 7-piece molecular cluster, C45H78BBrClF3N3O15PS3 overall in a non-equilibrium geometry, from OMol25.

Each line ends with the Mulliken charge.
CARTESIAN COORDINATES (ANGSTROEM)
C (0.296, -3.700, -1.314)  -0.539
C (1.231, -2.588, -0.551)  -0.194
C (1.008, -1.033, -1.108)  0.577
O (0.856, -0.890, -2.427)  -0.502
O (1.048, 0.037, -0.102)  -0.320
C (0.197, 1.182, -0.459)  -0.104
C (-0.722, 1.585, 0.879)  -0.371
C (-2.270, 1.071, 0.573)  0.521
C (-3.392, 2.110, -0.068)  -0.271
C (-3.003, 3.688, -0.405)  -1.223
C (-2.267, 3.720, -1.906)  -0.473
C (-3.144, 2.980, -3.078)  0.403
C (-2.359, 2.956, -4.539)  -0.619
S (-1.722, 1.254, -5.027)  1.004
O (-2.568, 0.650, -6.213)  -0.591
O (-1.692, 0.222, -3.874)  -0.430
Cl (0.275, 1.346, -5.758)  -0.230
C (-4.917, 1.608, -0.400)  0.810
C (-5.472, 0.049, -0.177)  -0.621
C (-4.350, -0.993, 0.478)  -0.800
N (-4.847, -2.414, 0.729)  -0.268
C (-5.270, -2.414, 2.054)  0.131
S (-5.428, -2.931, 3.700)  -0.131
C (-2.799, -0.484, 0.840)  0.289
B (-1.767, -1.604, 1.477)  0.254
N (-0.726, -1.337, 2.560)  -0.553
O (-1.848, -3.023, 0.992)  -0.628
N (-6.916, -0.378, -0.514)  0.837
C (-7.735, 0.179, 0.622)  -0.239
C (-9.341, 0.306, 0.359)  -0.624
C (-10.160, -1.110, 0.265)  0.025
C (-9.814, -2.200, 1.438)  0.331
O (-10.712, -2.378, 2.443)  -0.604
O (-8.610, -3.052, 1.480)  -0.345
C (-7.339, 0.120, -1.874)  -0.356
C (-7.119, 1.673, -2.371)  0.250
C (-7.553, 2.309, -3.814)  0.409
P (-7.231, 4.115, -4.342)  0.249
O (-7.402, 5.250, -3.033)  -0.508
O (-8.326, 4.520, -5.634)  -0.456
C (-8.281, 1.319, -4.898)  -0.550
C (-8.515, -0.265, -4.468)  -0.474
Br (-9.371, -1.411, -5.923)  -0.122
C (-8.060, -0.892, -2.985)  0.445
C (-8.343, -2.487, -2.771)  0.542
F (-7.927, -3.047, -1.468)  -0.173
F (-7.561, -3.249, -3.816)  -0.259
F (-9.772, -2.896, -2.983)  -0.234
S (-6.222, 2.806, -1.119)  -0.138
H (-0.003, -4.509, -0.489)  -0.030
H (-0.723, -3.188, -1.632)  0.271
H (0.833, -4.258, -2.203)  0.163
H (1.066, -2.682, 0.616)  0.042
H (2.362, -2.853, -0.818)  0.300
H (0.921, 2.082, -0.761)  0.111
H (-0.576, 0.984, -1.314)  0.106
H (-0.273, 1.173, 1.878)  0.377
H (-0.639, 2.772, 0.946)  0.106
H (-3.924, 4.411, -0.423)  0.396
H (-2.220, 4.146, 0.335)  0.347
H (-2.137, 4.859, -2.222)  0.424
H (-1.182, 3.257, -1.798)  0.076
H (-4.162, 3.571, -3.278)  -0.261
H (-3.444, 1.872, -2.852)  0.173
H (-3.119, 3.310, -5.373)  0.356
H (-1.428, 3.682, -4.580)  0.396
H (0.199, -1.155, 2.107)  0.305
H (-0.984, -0.522, 3.166)  0.291
H (-1.982, -3.540, 1.863)  0.260
H (-7.355, 1.237, 1.023)  0.256
H (-7.566, -0.557, 1.546)  0.150
H (-9.790, 0.879, 1.306)  0.377
H (-9.648, 0.970, -0.569)  0.259
H (-10.089, -1.664, -0.763)  -0.047
H (-11.314, -0.834, 0.401)  0.345
H (-8.453, -3.269, 2.446)  0.296
H (-6.973, 6.114, -3.355)  0.358
H (-9.023, 5.123, -5.194)  0.328
H (-8.577, 1.767, -5.951)  0.277
C (3.364, 3.530, 1.758)  -0.972
C (2.951, 4.457, 0.626)  0.747
C (3.938, 4.395, -0.529)  -1.105
O (2.878, 5.795, 1.113)  -0.592
H (4.343, 3.815, 2.160)  0.209
H (2.651, 3.595, 2.588)  0.337
H (3.414, 2.491, 1.419)  0.314
H (1.951, 4.183, 0.272)  -0.138
H (4.937, 4.710, -0.208)  0.343
H (3.635, 5.076, -1.331)  0.357
H (4.005, 3.382, -0.937)  0.160
H (3.761, 6.047, 1.430)  0.361
C (2.157, -8.211, 1.881)  -1.302
C (1.114, -7.126, 1.669)  0.401
C (-0.204, -7.710, 1.185)  -1.241
O (1.595, -6.188, 0.710)  -0.381
H (2.369, -8.739, 0.944)  0.326
H (3.104, -7.775, 2.217)  0.317
H (1.823, -8.940, 2.625)  0.378
H (0.953, -6.582, 2.606)  0.276
H (-0.076, -8.221, 0.223)  0.321
H (-0.941, -6.917, 1.025)  0.262
H (-0.609, -8.424, 1.908)  0.418
H (1.741, -6.662, -0.126)  0.248
C (4.244, -1.389, -4.818)  -0.906
C (4.818, -0.143, -4.164)  0.260
C (4.517, -0.110, -2.674)  -0.535
O (4.264, 1.014, -4.784)  -0.563
H (3.153, -1.420, -4.713)  0.230
H (4.458, -1.394, -5.892)  0.337
H (4.663, -2.297, -4.374)  0.135
H (5.902, -0.111, -4.321)  0.330
H (3.436, -0.095, -2.493)  -0.274
H (4.926, 0.799, -2.219)  0.257
H (4.944, -0.979, -2.165)  0.387
H (3.301, 0.994, -4.650)  0.312
C (3.675, -6.178, -3.216)  -1.488
C (3.790, -5.155, -4.333)  0.935
C (3.326, -5.730, -5.662)  -1.446
O (5.147, -4.733, -4.450)  -0.554
H (4.301, -7.054, -3.420)  0.457
H (4.024, -5.755, -2.268)  0.334
H (2.640, -6.511, -3.090)  0.335
H (3.193, -4.270, -4.086)  0.062
H (3.940, -6.589, -5.953)  0.347
H (3.426, -4.986, -6.460)  0.333
H (2.280, -6.049, -5.610)  0.379
H (5.685, -5.512, -4.669)  0.342
C (5.621, 5.768, 5.676)  -1.348
C (6.164, 4.644, 4.808)  0.655
C (7.381, 3.990, 5.445)  -1.259
O (6.521, 5.164, 3.530)  -0.559
H (6.371, 6.556, 5.811)  0.328
H (4.754, 6.237, 5.199)  0.338
H (5.322, 5.397, 6.661)  0.355
H (5.383, 3.892, 4.649)  0.258
H (8.193, 4.715, 5.572)  0.321
H (7.768, 3.191, 4.803)  0.318
H (7.134, 3.566, 6.423)  0.252
H (7.214, 5.832, 3.661)  0.336
C (8.921, 3.461, 9.446)  -1.165
C (9.464, 2.336, 8.579)  0.417
C (10.681, 1.683, 9.215)  -1.355
O (9.821, 2.856, 7.301)  -0.503
H (9.671, 4.248, 9.581)  0.331
H (8.054, 3.930, 8.970)  0.249
H (8.622, 3.090, 10.432)  0.375
H (8.683, 1.584, 8.420)  0.286
H (11.493, 2.408, 9.342)  0.351
H (11.068, 0.884, 8.574)  0.319
H (10.434, 1.259, 10.194)  0.375
H (10.514, 3.525, 7.432)  0.340

As for the LUMO energy: -1.5 eV. As for the HOMO-LUMO gap: 7.104 eV. The calculated total energy is -7947.97730 Ha. For the molar mass, the calculation gives 1211.46 g mol⁻¹. The SMILES is CCC(=O)OCCc1c(CCCCS(=O)(=O)Cl)c2c(c(N=C=S)c1B(N)O)N(CCCC(=O)O)c1c(c(P(O)O)cc(Br)c1C(F)(F)F)S2.CC(C)O.CC(C)O.CC(C)O.CC(C)O.CC(C)O.CC(C)O. The calculation puts the largest force on an atom at 0.165 Eh/bohr.